ORCA calculation (ωB97M-V/def2-TZVPD) on a molecular structure, C42H61FI2N6O15P.

Geometry as XYZ:
```
128
Properties=species:S:1:pos:R:3:mulliken_charge:R:1
C 6.778 -2.132 0.416 -0.770
C 5.721 -0.971 -0.066 -0.248
C 4.828 -0.470 1.256 -0.201
C 3.213 -0.673 1.068 -0.632
C 2.706 -2.246 1.323 0.094
F 3.650 -3.242 0.705 -0.530
C 2.687 -2.496 2.942 0.501
C 4.102 -3.101 3.555 -0.959
C 4.523 -2.470 5.013 0.135
N 3.733 -3.061 6.192 -0.577
N 5.978 -2.922 5.256 -0.680
N 4.574 -0.943 5.039 -0.564
C 1.492 -3.481 3.483 -0.518
N 0.993 -4.293 2.307 0.066
C 0.387 -3.242 1.362 -2.147
N -1.006 -3.184 1.228 1.480
C -1.675 -2.217 0.290 -0.662
C -1.358 -0.637 0.498 -0.549
C -1.265 -0.105 2.039 0.519
P -0.735 1.767 1.925 0.935
O 0.851 1.868 1.951 -0.767
O -1.268 2.544 0.461 -0.383
C -2.729 2.703 0.406 0.667
C -3.270 4.133 1.067 -0.851
O -1.410 2.684 3.259 -0.318
C -0.401 2.975 4.289 -0.238
C 0.496 4.329 3.995 -0.889
C -1.764 -4.230 2.026 -0.748
I -1.702 -6.334 1.283 0.090
C -2.526 -4.022 3.280 -0.147
C -2.662 -2.533 3.944 -0.103
I -3.519 -5.750 4.285 0.107
N 1.365 -2.357 0.633 1.363
C 1.497 -2.688 -0.836 -1.175
C 1.353 -4.276 -1.215 1.003
C -0.129 -4.656 -1.890 -0.990
C 2.448 -4.554 -2.448 -1.227
H 7.824 -2.039 -0.148 0.324
H 6.388 -3.230 0.245 0.175
H 7.019 -2.013 1.575 0.115
H 6.291 -0.041 -0.546 0.407
H 5.015 -1.470 -0.871 0.086
H 5.262 -0.885 2.272 -0.291
H 5.010 0.709 1.299 0.413
H 2.683 0.013 1.855 0.132
H 2.840 -0.348 0.002 0.443
H 2.508 -1.441 3.470 0.552
H 3.987 -4.277 3.730 0.487
H 5.024 -2.974 2.847 0.131
H 2.845 -2.524 6.301 0.271
H 3.577 -4.061 5.936 0.340
H 6.589 -2.577 4.460 0.273
H 6.325 -2.575 6.177 0.299
H 5.498 -0.691 4.600 0.314
H 4.707 -0.683 6.060 0.316
H 0.608 -2.904 4.029 -0.269
H 1.878 -4.273 4.288 0.421
H 1.753 -4.822 1.825 0.423
H -1.501 -2.455 -0.867 0.217
H -2.851 -2.357 0.442 0.346
H -2.150 0.019 -0.076 0.498
H -0.311 -0.396 -0.014 0.221
H -0.567 -0.722 2.747 -0.062
H -2.386 -0.061 2.448 -0.185
H -3.010 2.784 -0.752 -0.099
H -3.339 1.787 0.816 -0.335
H -4.116 4.636 0.407 0.264
H -2.371 4.859 1.254 0.264
H -3.685 3.838 2.147 0.169
H -1.010 3.204 5.290 0.276
H 0.260 2.023 4.548 0.227
H 1.258 4.431 4.879 0.337
H -0.145 5.311 3.872 0.269
H 1.151 4.236 3.005 0.225
H -1.657 -2.043 4.291 0.101
H -3.327 -2.666 4.926 0.478
H -3.305 -1.882 3.213 -0.166
H 2.476 -2.226 -1.333 0.439
H 0.593 -2.133 -1.383 0.454
H 1.666 -5.022 -0.361 -0.003
H -0.083 -5.748 -2.308 0.335
H -1.013 -4.564 -1.129 0.100
H -0.386 -3.911 -2.788 0.260
H 2.416 -5.703 -2.767 0.360
H 3.559 -4.322 -2.105 0.284
H 2.185 -3.897 -3.379 0.304
C -1.771 4.711 -5.499 -0.762
C -2.208 4.956 -4.262 0.249
C -3.278 4.127 -3.642 0.947
O -3.646 4.364 -2.497 -0.616
C -3.862 3.041 -4.445 -0.920
C -3.426 2.798 -5.683 0.411
C -2.338 3.610 -6.293 0.963
O -1.946 3.351 -7.426 -0.645
O -3.972 1.781 -6.444 -0.577
O -1.682 5.991 -3.511 -0.581
H -0.992 5.304 -5.962 0.413
H -4.651 2.457 -3.988 0.463
H -3.489 1.807 -7.298 0.349
H -2.161 5.962 -2.655 0.329
C -6.202 1.720 2.630 -0.838
C -7.460 2.123 2.820 0.380
C -8.599 1.168 2.732 0.781
O -9.743 1.563 2.930 -0.581
C -8.300 -0.234 2.400 -0.761
C -7.042 -0.636 2.207 0.260
C -5.901 0.314 2.322 0.723
O -4.754 -0.089 2.157 -0.342
O -6.753 -1.951 1.893 -0.607
O -7.751 3.444 3.107 -0.567
H -5.364 2.403 2.693 0.404
H -9.139 -0.914 2.322 0.443
H -5.776 -1.990 1.804 0.301
H -8.728 3.481 3.201 0.351
C 3.402 4.528 -9.125 -0.848
C 2.965 4.774 -7.888 0.402
C 1.895 3.944 -7.267 0.963
O 1.527 4.182 -6.122 -0.641
C 1.311 2.858 -8.071 -0.854
C 1.747 2.616 -9.308 0.361
C 2.835 3.427 -9.918 0.849
O 3.227 3.168 -11.051 -0.603
O 1.201 1.598 -10.070 -0.571
O 3.491 5.809 -7.137 -0.566
H 4.181 5.122 -9.587 0.413
H 0.522 2.275 -7.614 0.392
H 1.684 1.624 -10.924 0.354
H 3.012 5.779 -6.281 0.346
```

## Properties
HOMO (eV): -10.920
Strongest force on any atom (eV Å⁻¹): 5.46
LUMO energy (eV): -4.06
Net charge: +1
Gap between HOMO and LUMO (eV): 6.86



ORCA calculation (ωB97M-V/def2-TZVPD) on a molecular structure, C6H15N3O.

Geometry as XYZ:
```
25
Properties=species:S:1:pos:R:3:mulliken_charge:R:1
C -1.257 -0.477 2.211 -0.922
C -1.210 1.860 0.193 -1.406
N -0.200 -0.424 1.202 -0.234
C 0.089 1.151 0.535 0.758
O 1.012 1.786 1.064 -0.785
H 0.720 -0.619 1.589 0.374
H -2.237 -0.397 1.739 0.313
H -1.195 -1.419 2.759 0.332
H -1.159 0.341 2.931 0.313
H -1.004 2.693 -0.477 0.349
H -1.633 2.259 1.118 0.367
H -1.938 1.201 -0.277 0.299
C 0.497 -2.346 -0.497 -1.509
C 0.645 0.192 -1.011 0.734
N 0.136 0.849 -2.192 -0.616
N 2.075 0.101 -0.891 -0.634
C -0.110 -0.977 -0.573 -0.280
H 2.425 0.649 -0.105 0.249
H 0.484 1.803 -2.222 0.286
H 0.482 0.380 -3.025 0.278
H 2.576 0.443 -1.704 0.224
H -1.157 -0.962 -0.865 0.400
H 1.509 -2.311 -0.092 0.319
H 0.565 -2.751 -1.514 0.412
H -0.115 -3.024 0.103 0.380
```

## Properties
HOMO (eV): -7.407
Strongest force on any atom (eV Å⁻¹): 2.76
LUMO energy (eV): 0.77
Gap between HOMO and LUMO (eV): 8.18



ORCA calculation (ωB97M-V/def2-TZVPD) on 7 unconnected molecules or ions with the total composition C14H42O7.

Geometry as XYZ:
```
63
Properties=species:S:1:pos:R:3:mulliken_charge:R:1
C 3.266 -3.116 1.512 -0.778
C 2.981 -2.277 2.890 -0.085
O 4.169 -2.503 3.570 -0.520
H 4.126 -2.745 0.858 0.281
H 2.264 -2.934 0.897 0.057
H 3.352 -4.241 1.749 0.323
H 2.108 -2.782 3.423 0.190
H 2.631 -1.320 2.619 0.240
H 4.093 -2.133 4.517 0.307
C 2.748 0.146 -4.547 -1.372
C 2.793 1.477 -3.954 -0.200
O 3.853 2.154 -4.518 -0.521
H 1.812 -0.422 -4.289 0.319
H 3.344 -0.460 -4.114 0.502
H 2.808 0.098 -5.604 0.363
H 2.705 1.507 -3.033 0.457
H 1.753 1.931 -4.108 0.149
H 3.797 2.950 -4.012 0.328
C -0.964 2.196 1.764 -0.270
C -0.841 1.330 2.976 -0.214
O 0.264 0.419 2.752 -0.562
H -1.205 1.732 0.815 -0.398
H -0.110 2.775 1.361 0.279
H -1.907 2.879 1.707 0.332
H -1.765 0.427 3.137 0.016
H -0.741 1.582 3.941 0.516
H -0.004 -0.065 1.835 0.176
C -4.070 0.273 0.994 -0.514
C -3.609 0.063 -0.536 0.126
O -4.590 0.430 -1.485 -0.568
H -3.284 -0.247 1.721 -0.208
H -5.094 -0.337 1.097 0.315
H -4.371 1.281 1.195 0.328
H -3.503 -0.987 -0.589 0.191
H -2.735 0.623 -0.531 -0.129
H -5.219 -0.338 -1.336 0.388
C 0.520 4.094 -1.358 -0.127
C 1.084 5.421 -1.029 -0.366
O 2.490 5.254 -0.573 -0.562
H -0.599 4.174 -1.681 0.316
H 0.538 3.500 -0.517 -0.192
H 0.999 3.625 -2.226 0.027
H 0.462 5.817 -0.312 0.389
H 1.217 5.813 -2.105 0.239
H 2.778 5.601 0.304 0.296
C -2.666 -3.746 1.742 -1.010
C -2.744 -4.358 0.365 -0.264
O -1.977 -3.524 -0.431 -0.358
H -1.683 -3.751 2.132 0.341
H -3.320 -4.346 2.372 0.393
H -2.888 -2.637 1.987 0.102
H -3.667 -4.282 0.001 0.349
H -2.632 -5.555 0.501 0.266
H -1.899 -3.900 -1.279 0.201
C 1.121 -0.089 -0.299 -0.204
C -0.029 -1.091 -0.547 -0.278
O -0.702 -1.352 0.608 0.144
H 0.672 0.917 0.181 -0.128
H 1.751 0.201 -1.248 -0.155
H 1.863 -0.384 0.468 -0.020
H 0.094 -2.024 -0.945 0.686
H -0.799 -0.565 -1.276 0.083
H -0.821 -2.208 0.511 -0.012
```

## Properties
HOMO (eV): -9.447
Strongest force on any atom (eV Å⁻¹): 9.35
SMILES: CCO.CCO.CCO.CCO.CCO.CCO.CCO
LUMO energy (eV): 0.27
Gap between HOMO and LUMO (eV): 9.72



ORCA calculation (ωB97M-V/def2-TZVPD) on C19H13ClFNO2S in the gas phase.

Geometry as XYZ:
```
38
Properties=species:S:1:pos:R:3:mulliken_charge:R:1
O 2.866 3.126 -1.733 -0.690
S 1.542 2.586 -1.445 1.304
O 0.421 3.515 -1.507 -0.671
C 1.133 1.057 -2.405 0.053
C 1.701 0.854 -3.647 -0.521
C 1.368 -0.326 -4.347 -0.503
C 0.558 -1.316 -3.772 -0.589
C -0.043 -1.040 -2.582 -0.663
C 0.297 0.077 -1.852 0.637
N -0.091 0.289 -0.511 0.680
C -1.584 0.090 -0.309 -1.286
C -1.866 -0.894 0.736 0.531
C -2.899 -0.449 1.682 -0.838
C -3.381 -1.325 2.656 -0.754
C -2.675 -2.465 2.849 0.467
Cl -3.223 -3.413 4.257 -0.222
C -1.572 -2.925 2.098 -0.783
C -1.093 -2.119 0.963 0.765
F -0.032 -2.547 0.274 -0.299
C 0.612 0.949 0.579 1.087
C 0.567 0.591 1.945 -0.490
C 1.551 1.056 2.825 -0.833
C 2.665 1.690 2.359 -0.652
C 2.612 2.157 1.013 -0.141
C 1.626 1.819 0.175 -0.780
H 2.125 1.657 -4.191 0.423
H 1.651 -0.418 -5.458 0.267
H 0.261 -2.273 -4.292 0.322
H -0.622 -1.820 -2.153 0.344
H -2.122 -0.209 -1.141 0.779
H -1.961 1.124 -0.033 0.278
H -3.371 0.487 1.549 0.434
H -4.139 -0.902 3.252 0.434
H -1.097 -3.876 2.256 0.464
H -0.246 0.004 2.369 0.193
H 1.458 0.651 3.798 0.419
H 3.518 1.825 3.052 0.348
H 3.486 2.710 0.693 0.486
```

## Properties
HOMO (eV): -8.344
Strongest force on any atom (eV Å⁻¹): 4.91
SMILES: O=S1(=O)c2ccccc2N(Cc2ccc(Cl)cc2F)c2ccccc21
LUMO energy (eV): 0.29
Gap between HOMO and LUMO (eV): 8.63



ORCA calculation (ωB97M-V/def2-TZVPD) on a gas-phase ion, C5H13N2 (charge +1).

Geometry as XYZ:
```
20
Properties=species:S:1:pos:R:3:mulliken_charge:R:1
C 0.965 2.911 0.288 -0.310
N 0.840 1.727 -0.173 -0.407
C 1.278 0.626 0.693 -0.609
C 0.235 -0.492 0.967 -0.609
C -0.253 -0.946 -0.436 0.123
C -0.974 -2.287 -0.290 -1.505
N -1.181 0.055 -1.046 -0.267
H 0.195 3.664 0.079 0.256
H 1.731 3.196 1.002 0.303
H 2.167 0.168 0.174 0.326
H 1.808 0.932 1.613 0.468
H 0.771 -1.420 1.183 0.316
H -0.565 -0.221 1.655 0.315
H 0.422 -1.160 -1.282 0.299
H -1.303 -2.558 -1.306 0.408
H -0.298 -3.066 0.064 0.412
H -1.771 -2.274 0.441 0.385
H -0.693 1.001 -0.830 0.336
H -1.222 -0.047 -2.063 0.376
H -2.151 0.190 -0.735 0.383
```

## Properties
HOMO (eV): -13.901
Strongest force on any atom (eV Å⁻¹): 3.61
SMILES: C=NCC[C@@H](C)[NH3+]
LUMO energy (eV): -3.05
Net charge: +1
Gap between HOMO and LUMO (eV): 10.85



ORCA calculation (ωB97M-V/def2-TZVPD) on 2 unconnected molecules or ions with the total composition C5H12O.

Geometry as XYZ:
```
18
Properties=species:S:1:pos:R:3:mulliken_charge:R:1
C -1.049 -5.243 0.992 -0.592
C -0.144 -4.408 1.546 -0.111
O -0.345 -3.405 2.457 -0.478
H -0.888 -5.724 0.003 0.210
H -1.921 -5.478 1.424 0.286
H 0.865 -4.517 1.419 0.375
H -0.080 -3.558 3.348 0.310
C -0.034 3.300 -2.556 -1.042
C 0.703 4.503 -1.902 -0.115
C 0.709 4.319 -0.347 -1.160
H -1.078 3.372 -2.805 0.314
H 0.564 3.008 -3.481 0.276
H 0.148 2.372 -2.050 0.320
H 1.766 4.517 -2.182 0.236
H 0.140 5.484 -2.213 0.204
H 1.149 5.118 0.193 0.385
H 1.267 3.425 0.131 0.285
H -0.291 4.389 0.155 0.296
```

## Properties
HOMO (eV): -9.323
Strongest force on any atom (eV Å⁻¹): 4.01
SMILES: C=CO.CCC
LUMO energy (eV): 0.94
Gap between HOMO and LUMO (eV): 10.26



ORCA calculation (ωB97M-V/def2-TZVPD) on a molecular structure, C15H36N6O2ReSbSe4.

Geometry as XYZ:
```
65
Properties=species:S:1:pos:R:3:mulliken_charge:R:1
Re 0.130 -0.120 -0.077 0.899
C -1.716 -0.878 -3.518 -0.919
N -2.818 -1.058 -2.565 0.057
C -4.154 -1.170 -3.177 -1.159
C -2.631 -1.042 -1.265 0.753
O -1.491 -0.452 -0.823 -0.488
N -3.453 -1.494 -0.344 0.071
C -3.346 -1.050 1.053 -0.731
C -4.381 -2.617 -0.582 -1.195
H -1.878 -1.560 -4.350 0.412
H -0.759 -1.105 -3.059 0.228
H -1.710 0.146 -3.892 0.338
H -4.203 -0.434 -3.979 0.402
H -4.925 -0.939 -2.450 0.419
H -4.311 -2.161 -3.598 0.385
H -3.028 -0.012 1.097 -0.022
H -2.653 -1.684 1.608 0.336
H -4.334 -1.135 1.502 0.524
H -4.121 -3.137 -1.498 0.418
H -5.412 -2.271 -0.623 0.400
H -4.273 -3.306 0.253 0.433
C -0.790 4.207 1.965 -1.558
C -1.632 2.941 1.845 0.745
C -1.556 2.096 3.110 -1.298
C -3.078 3.279 1.505 -1.617
N -1.163 2.102 0.676 -0.031
N 0.237 1.758 0.752 -0.597
H -1.207 4.850 2.740 0.483
H -0.789 4.777 1.034 0.397
H 0.244 4.005 2.262 0.336
H -1.997 2.652 3.936 0.482
H -0.530 1.874 3.426 0.445
H -2.105 1.161 3.002 0.210
H -3.509 3.876 2.307 0.444
H -3.681 2.378 1.394 0.284
H -3.147 3.869 0.588 0.479
H -1.280 2.629 -0.187 0.331
H 0.493 1.723 1.744 0.390
H 0.853 2.448 0.311 0.407
C 3.910 0.408 1.687 -1.025
N 3.835 -1.016 1.344 0.069
C 4.946 -1.899 1.778 -0.621
C 4.426 -3.301 2.011 -0.732
C 3.679 -3.779 0.786 -0.607
N 2.639 -2.788 0.409 0.108
C 1.484 -3.328 -0.303 -0.592
C 2.782 -1.524 0.750 0.831
O 1.774 -0.672 0.474 -0.240
H 3.584 1.022 0.851 0.348
H 3.329 0.624 2.585 0.300
H 4.951 0.646 1.888 0.441
H 5.351 -1.471 2.692 0.525
H 5.722 -1.872 1.011 0.291
H 3.773 -3.323 2.886 0.326
H 5.261 -3.970 2.212 0.379
H 3.163 -4.719 0.975 0.414
H 4.342 -3.919 -0.071 0.323
H 0.868 -3.925 0.368 0.384
H 1.841 -3.954 -1.119 0.404
H 0.880 -2.535 -0.752 -0.230
Se 5.020 3.139 -5.765 0.080
Sb 2.389 3.364 -4.962 0.675
Se 1.930 2.343 -2.919 -0.284
Se 4.938 5.331 -6.138 0.452
Se 3.286 5.976 -4.799 0.087
```

## Properties
HOMO (alpha / beta) (eV): -18.472 / -18.472
Strongest force on any atom (eV Å⁻¹): 0.86
LUMO energy (alpha / beta) (eV): -13.10 / -13.10
Net charge: +4
Gap between HOMO and LUMO (alpha / beta) (eV): 5.37 / 5.37



ORCA calculation (ωB97M-V/def2-TZVPD) on C3H3IN2OS in the gas phase.

Geometry as XYZ:
```
11
Properties=species:S:1:pos:R:3:mulliken_charge:R:1
C -1.853 -1.585 0.627 -0.285
C -2.781 1.518 0.980 -0.191
C -0.173 0.044 0.144 0.184
N -0.704 -0.992 0.415 -0.173
N 0.929 0.520 -0.388 -0.415
O -0.797 3.013 0.206 -0.601
S -1.711 1.916 -0.234 0.321
I -3.515 -0.232 -0.099 0.232
H -2.175 -2.124 1.493 0.384
H 1.199 0.373 -1.313 0.213
H 1.097 1.473 0.130 0.332
```

## Properties
HOMO (alpha / beta) (eV): -8.221 / -8.221
Strongest force on any atom (eV Å⁻¹): 4.88
LUMO energy (alpha / beta) (eV): -0.61 / -0.61
Gap between HOMO and LUMO (alpha / beta) (eV): 7.61 / 7.61